Arrangement i

# C3H4ClFO

An isolated molecule of C3H4ClFO (ωB97M-V/def2-TZVPD, OMol25).

```
10
Properties=species:S:1:pos:R:3:lowdin_charge:R:1
F 1.07 -0.02 -1.49 -0.01
C 0.91 0.73 -0.38 -0.70
Cl 2.32 0.55 0.67 0.66
C -0.37 0.31 0.36 -0.38
C -0.88 -1.03 0.15 -0.07
O -1.52 0.16 -0.35 0.00
H 0.80 1.76 -0.68 0.11
H -0.52 0.75 1.37 0.15
H -0.43 -1.64 -0.61 0.11
H -1.39 -1.55 0.96 0.12
```

The value obtained for the HOMO energy is -0.3962 hartree. The value obtained for the LUMO energy is 0.939 eV. The SMILES is F[C@H](Cl)[C@@H]1CO1. For the gap between HOMO and LUMO, the calculation gives 11.721 eV.


Arrangement ii

# C3H4ClFO

An isolated molecule of C3H4ClFO (ωB97M-V/def2-TZVPD, OMol25).

```
10
Properties=species:S:1:pos:R:3:lowdin_charge:R:1
F -1.23 1.39 -0.16 0.00
C -1.16 0.16 0.29 -0.71
Cl -2.69 -0.74 -0.07 0.63
C 0.07 -0.14 -0.44 -0.31
C 1.35 -0.04 0.06 -0.14
O 0.81 -1.41 -0.02 -0.03
H -0.92 0.25 1.42 0.16
H 0.00 -0.01 -1.52 0.16
H 2.09 0.12 -0.60 0.08
H 1.70 0.42 1.04 0.15
```

The value obtained for the HOMO energy is -0.3950 hartree. The value obtained for the LUMO energy is 0.995 eV. The SMILES is F[C@@H](Cl)[C@H]1CO1. For the gap between HOMO and LUMO, the calculation gives 11.744 eV.


Arrangement iii

# C3H4ClFO

An isolated molecule of C3H4ClFO (ωB97M-V/def2-TZVPD, OMol25).

```
10
Properties=species:S:1:pos:R:3:lowdin_charge:R:1
F 1.40 -0.42 1.17 -0.06
C 0.41 -1.08 0.47 -0.68
Cl -0.21 -2.43 1.35 0.69
C -0.61 0.12 -0.05 -0.20
C -0.07 1.35 -0.53 -0.13
O -0.50 0.41 -1.48 -0.02
H 0.85 -1.44 -0.40 0.08
H -1.52 -0.18 0.35 0.10
H -0.73 2.19 -0.44 0.12
H 0.98 1.48 -0.43 0.11
```

The value obtained for the HOMO energy is -0.3922 hartree. The value obtained for the LUMO energy is 0.978 eV. The SMILES is F[C@@H](Cl)[C@H]1CO1. For the gap between HOMO and LUMO, the calculation gives 11.649 eV.


Stability ranking, top and bottom: arrangement i is the most stable and arrangement ii is the least stable.


Arrangement i

# CNa9O3

CNa9O3 as an isolated structure (ωB97M-V/def2-TZVPD, OMol25).

```
13
Properties=species:S:1:pos:R:3:lowdin_charge:R:1
Na -0.80 -3.79 -3.31 0.97
Na 3.34 -1.09 -2.60 0.97
Na -4.41 -0.56 -0.83 0.96
Na -1.81 4.58 1.80 0.98
Na 0.22 0.64 5.17 0.97
Na -1.44 0.45 -4.70 0.96
Na -1.55 -3.71 2.28 0.94
Na 2.84 4.15 -1.10 0.96
Na 3.20 -2.36 2.45 0.97
C -0.01 0.48 0.21 -1.27
O 0.66 1.42 0.27 -0.04
O -0.25 -0.06 -0.91 -0.21
O 0.03 -0.14 1.26 -0.16
```

The value obtained for the HOMO energy is -0.8358 hartree. The value obtained for the LUMO energy is -19.124 eV. For the gap between HOMO and LUMO, the calculation gives 3.619 eV. As for the total charge: +7.


Arrangement ii

# CNa9O3

CNa9O3 as an isolated structure (ωB97M-V/def2-TZVPD, OMol25).

```
13
Properties=species:S:1:pos:R:3:lowdin_charge:R:1
Na 3.77 0.51 0.71 0.94
Na 1.05 0.82 3.14 0.90
Na 1.03 2.25 -1.01 0.88
Na -3.23 -0.43 0.39 0.92
Na -2.68 1.87 -1.92 0.92
Na 1.51 -2.62 -1.84 0.92
Na -1.26 2.79 1.20 0.91
Na 1.29 -2.59 1.82 0.90
Na -1.31 -1.52 -2.70 0.90
C -0.08 -0.28 0.08 -0.80
O -0.81 0.70 -0.42 -0.17
O 0.93 -0.02 0.89 -0.14
O -0.21 -1.49 -0.35 -0.07
```

The value obtained for the HOMO energy is -1.2590 hartree. The value obtained for the LUMO energy is -24.243 eV. For the gap between HOMO and LUMO, the calculation gives 10.016 eV. As for the total charge: +7.


Stability ranking, top and bottom: arrangement i is the most stable and arrangement ii is the least stable.


Arrangement i

# C3H4N3O2

An isolated ion of composition C3H4N3O2 and charge -1 (ωB97M-V/def2-TZVPD, OMol25).

```
12
Properties=species:S:1:pos:R:3:lowdin_charge:R:1
N -2.18 -0.60 1.85 0.11
C -1.26 -0.48 1.16 -0.23
C -0.13 -0.30 0.32 -0.28
N -0.31 0.82 -0.58 -0.13
N -0.37 0.50 -1.96 -0.04
C 1.25 -0.05 1.24 -0.70
O 1.81 1.00 0.96 -0.04
O 1.51 -0.96 2.00 -0.02
H 0.10 -1.25 -0.20 0.13
H 0.51 1.43 -0.43 0.09
H 0.35 -0.19 -2.23 0.06
H -1.28 0.07 -2.13 0.06
```

The value obtained for the HOMO energy is -0.1724 hartree. The value obtained for the LUMO energy is 4.033 eV. The SMILES is N#C[C@@H](NN)C(=O)[O-]. For the gap between HOMO and LUMO, the calculation gives 8.723 eV. As for the total charge: -1.


Arrangement ii

# C3H4N3O2

An isolated ion of composition C3H4N3O2 and charge -1 (ωB97M-V/def2-TZVPD, OMol25).

```
12
Properties=species:S:1:pos:R:3:lowdin_charge:R:1
O -0.94 -1.79 -2.21 -0.17
C -0.46 -0.93 -1.40 -0.58
C 0.09 0.40 -1.85 -0.04
C 0.28 1.10 -0.65 -0.15
N 0.09 0.29 0.43 -0.25
N -0.04 0.48 1.84 -0.06
O 0.96 -0.32 2.57 -0.12
N -0.39 -0.95 -0.01 0.04
H 0.32 0.83 -2.83 0.07
H 0.37 2.14 -0.40 0.08
H -1.04 0.01 2.03 0.15
H 0.75 -1.26 2.47 0.05
```

The value obtained for the HOMO energy is -0.1040 hartree. The value obtained for the LUMO energy is 4.149 eV. The SMILES is [O-]c1ccn(NO)n1. For the gap between HOMO and LUMO, the calculation gives 6.980 eV. As for the total charge: -1.


Stability ranking, top and bottom: arrangement i is the most stable and arrangement ii is the least stable.


Arrangement i

# C2H9NO

A 2-piece molecular cluster, C2H9NO overall (ωB97M-V/def2-TZVPD, OMol25).

```
13
Properties=species:S:1:pos:R:3:lowdin_charge:R:1
C -1.92 -0.56 -0.50 -0.13
O -2.30 0.41 -1.44 -0.25
C -2.84 1.55 -0.81 -0.14
H -1.35 -0.05 0.29 0.08
H -2.80 -1.01 -0.03 0.09
H -1.27 -1.27 -1.02 0.09
H -3.58 1.23 -0.06 0.09
H -2.01 2.12 -0.40 0.09
H -3.47 2.06 -1.54 0.09
N 5.55 -1.32 1.41 0.01
H 4.90 -1.54 0.68 0.00
H 6.11 -0.51 1.20 0.00
H 4.98 -1.09 2.22 0.00
```

The value obtained for the HOMO energy is -0.3633 hartree. The value obtained for the LUMO energy is 1.016 eV. The SMILES is COC.N. For the gap between HOMO and LUMO, the calculation gives 10.903 eV.


Arrangement ii

# C2H9NO

A 2-piece molecular cluster, C2H9NO overall (ωB97M-V/def2-TZVPD, OMol25).

```
13
Properties=species:S:1:pos:R:3:lowdin_charge:R:1
N 1.14 -1.39 0.47 0.03
C 0.90 -0.07 1.07 -0.31
O -0.22 -0.06 2.03 -0.10
H 2.06 -1.70 0.71 0.06
H 1.22 -1.34 -0.53 0.05
H 1.70 0.31 1.72 0.11
H 0.86 0.67 0.28 0.09
H -0.48 -0.98 2.07 0.06
C -1.41 0.91 -1.52 -0.04
H -0.92 1.68 -2.08 0.01
H -1.62 1.05 -0.51 0.00
H -0.87 -0.03 -1.72 0.03
H -2.37 0.94 -1.99 0.01
```

The value obtained for the HOMO energy is -0.3738 hartree. The value obtained for the LUMO energy is 0.939 eV. The SMILES is NCO.C. For the gap between HOMO and LUMO, the calculation gives 11.110 eV.


Arrangement iii

# C2H9NO

A 2-piece molecular cluster, C2H9NO overall (ωB97M-V/def2-TZVPD, OMol25).

```
13
Properties=species:S:1:pos:R:3:lowdin_charge:R:1
C -1.90 0.91 -1.04 -0.16
O -1.15 0.31 -2.09 -0.26
C -0.70 -1.01 -1.62 -0.07
H -2.68 0.21 -0.75 0.08
H -2.41 1.86 -1.22 0.08
H -1.16 1.26 -0.27 0.10
H -0.59 -1.63 -2.52 0.09
H -1.37 -1.34 -0.84 0.07
H 0.32 -0.76 -1.30 0.08
N 2.92 0.18 2.80 0.01
H 2.25 -0.34 2.28 -0.01
H 2.72 0.72 3.62 0.00
H 3.75 -0.37 2.93 0.00
```

The value obtained for the HOMO energy is -0.3556 hartree. The value obtained for the LUMO energy is 0.885 eV. The SMILES is COC.N. For the gap between HOMO and LUMO, the calculation gives 10.561 eV.


Arrangement iv

# C2H9NO

A 2-piece molecular cluster, C2H9NO overall (ωB97M-V/def2-TZVPD, OMol25).

```
13
Properties=species:S:1:pos:R:3:lowdin_charge:R:1
C 0.00 0.00 0.00 -0.13
C -1.10 0.34 -0.92 -0.38
N -1.43 -0.79 -1.83 -0.03
H -0.33 -0.83 0.65 0.07
H 0.23 0.87 0.63 0.08
H 0.92 -0.31 -0.52 0.08
H -2.09 0.63 -0.53 0.11
H -0.71 1.18 -1.53 0.11
H -2.01 -0.41 -2.59 0.06
H -2.02 -1.46 -1.33 0.04
O -3.57 -3.63 -0.27 -0.09
H -3.39 -3.47 -1.22 0.04
H -3.61 -2.73 0.14 0.04
```

The value obtained for the HOMO energy is -0.3492 hartree. The value obtained for the LUMO energy is 0.665 eV. The SMILES is CCN.O. For the gap between HOMO and LUMO, the calculation gives 10.167 eV.


Stability ranking, top and bottom: arrangement iv is the most stable and arrangement iii is the least stable.


Arrangement i

# C6H11N2

A 2-piece molecular cluster, C6H11N2 overall (ωB97M-V/def2-TZVPD, OMol25).

```
19
Properties=species:S:1:pos:R:3:lowdin_charge:R:1
C 0.84 -3.09 -0.08 0.21
C 0.79 -1.87 -0.04 -0.09
C -0.73 0.23 0.40 0.03
C -3.11 -0.22 0.08 -0.04
C 2.87 1.18 -0.18 0.00
C 1.20 -0.55 -0.40 -0.22
N -1.75 0.15 -0.37 -0.09
N 2.26 -0.13 0.21 -0.03
H 0.52 -4.08 -0.25 0.05
H -0.92 0.32 1.52 0.11
H -3.47 -1.11 -0.47 0.11
H -3.80 0.55 -0.14 0.08
H -3.19 -0.42 1.15 0.10
H 3.69 0.82 -0.82 0.11
H 2.12 1.64 -0.73 0.06
H 3.12 1.73 0.81 0.13
H 0.85 -0.02 -1.21 0.10
H 2.67 -0.67 1.02 0.20
H -1.57 0.35 -1.41 0.19
```

The value obtained for the HOMO energy is -0.4639 hartree. The value obtained for the LUMO energy is -3.869 eV. For the gap between HOMO and LUMO, the calculation gives 8.754 eV. As for the total charge: +1.


Arrangement ii

# C6H11N2

An isolated ion of composition C6H11N2 and charge +1 (ωB97M-V/def2-TZVPD, OMol25).

```
19
Properties=species:S:1:pos:R:3:lowdin_charge:R:1
C -0.65 0.72 2.44 -0.10
C -0.61 1.22 1.02 -0.21
C 0.28 0.31 0.19 -0.29
C 0.22 0.60 -1.22 -0.07
N 1.03 -0.06 -2.09 0.12
C 1.09 -1.38 -1.92 -0.05
N 0.25 -1.87 -1.05 0.11
C -0.49 -0.92 -0.37 0.01
H -0.37 1.52 3.09 0.07
H 0.03 -0.07 2.61 0.06
H -1.65 0.50 2.85 0.10
H -0.46 2.34 0.83 0.15
H -1.69 1.00 0.55 0.15
H 1.30 0.00 0.66 0.19
H -0.25 1.47 -1.44 0.12
H 1.52 0.50 -2.77 0.19
H 1.89 -2.01 -2.28 0.17
H 0.03 -2.83 -1.02 0.17
H -1.48 -1.02 -0.09 0.12
```

The value obtained for the HOMO energy is -0.5039 hartree. The value obtained for the LUMO energy is -3.355 eV. The SMILES is CC[C@@H]1[C@H]2NC=[NH+][C@@H]12. For the gap between HOMO and LUMO, the calculation gives 10.356 eV. As for the total charge: +1.


Stability ranking, top and bottom: arrangement ii is the most stable and arrangement i is the least stable.


Arrangement i

# C6H11N2

An isolated ion of composition C6H11N2 and charge +1 (ωB97M-V/def2-TZVPD, OMol25).

```
19
Properties=species:S:1:pos:R:3:lowdin_charge:R:1
C 0.07 2.36 1.00 0.41
C -0.87 -0.42 -0.34 0.06
C -0.79 -1.89 0.22 -0.29
C 0.32 1.36 -1.22 -0.13
C 0.05 2.54 -0.28 -0.02
C 1.61 -0.14 0.28 -0.01
N 0.30 0.17 -0.36 -0.25
N -2.01 -2.48 0.69 -0.01
H 0.21 2.00 1.96 0.10
H -0.34 -2.53 -0.58 0.15
H -0.11 -1.79 1.00 0.06
H -0.45 1.11 -1.93 0.12
H 1.20 1.49 -1.85 0.15
H 0.03 3.58 -0.72 0.17
H 2.06 -0.86 -0.39 0.10
H 2.21 0.82 0.35 0.12
H 1.63 -0.72 1.16 0.07
H -2.61 -1.64 1.02 0.11
H -2.54 -2.94 -0.02 0.06
```

The value obtained for the HOMO energy (spin up / spin down) is -0.4502 / -0.4332 hartree. The value obtained for the LUMO energy (spin up / spin down) is -7.384 / -8.022 eV. For the gap between HOMO and LUMO (spin up / spin down), the calculation gives 4.866 / 3.767 eV. As for the total charge: +1.


Arrangement ii

# C6H11N2

A 2-piece molecular cluster, C6H11N2 overall (ωB97M-V/def2-TZVPD, OMol25).

```
19
Properties=species:S:1:pos:R:3:lowdin_charge:R:1
C 0.17 -2.11 1.32 0.04
C 0.84 -1.87 0.18 -0.19
C -0.20 0.04 -1.45 0.00
C 0.85 1.20 0.63 0.01
C 1.49 -1.58 -0.90 -0.04
C -0.41 0.78 -0.19 -0.40
N -0.40 -0.03 -2.63 0.31
N -1.48 0.17 0.55 0.04
H 0.60 -2.88 1.95 0.07
H 0.57 1.54 1.57 0.07
H 1.58 0.35 0.72 0.07
H 1.31 1.90 -0.06 0.09
H 2.34 -0.86 -0.75 0.11
H 1.48 -2.13 -1.88 0.11
H -0.72 1.74 -0.73 0.18
H -0.25 -0.82 -3.27 0.15
H -2.35 -0.29 0.15 0.16
H -1.71 0.84 1.19 0.05
H -0.97 -1.65 1.63 0.15
```

The value obtained for the HOMO energy is -0.5005 hartree. The value obtained for the LUMO energy is -4.913 eV. For the gap between HOMO and LUMO, the calculation gives 8.707 eV. As for the total charge: +1.


Arrangement iii

# C6H11N2

An isolated ion of composition C6H11N2 and charge +1 (ωB97M-V/def2-TZVPD, OMol25).

```
19
Properties=species:S:1:pos:R:3:lowdin_charge:R:1
C -0.02 -0.59 0.69 0.08
C -0.42 -1.12 3.06 0.14
C -0.37 -0.03 -1.62 -0.10
C -1.21 1.17 -1.08 -0.29
C 0.63 -0.54 -0.57 -0.29
C 2.07 0.18 -0.54 0.05
N -0.02 -0.87 1.89 0.12
N -1.86 0.78 0.09 0.14
H -0.48 -0.34 3.76 0.10
H -0.51 -2.16 3.25 0.11
H -1.10 -0.75 -1.77 0.10
H 0.10 0.33 -2.50 0.12
H -0.76 2.09 -1.12 0.10
H -1.98 1.10 -1.83 0.14
H 0.82 -1.60 -0.77 0.17
H 1.91 1.05 0.01 0.07
H 2.15 0.30 -1.57 0.06
H 2.72 -0.56 -0.13 0.09
H -1.66 1.56 0.75 0.09
```

The value obtained for the HOMO energy (spin up / spin down) is -0.4990 / -0.5073 hartree. The value obtained for the LUMO energy (spin up / spin down) is -5.369 / -5.928 eV. For the gap between HOMO and LUMO (spin up / spin down), the calculation gives 8.210 / 7.876 eV. As for the total charge: +1.


Stability ranking, top and bottom: arrangement ii is the most stable and arrangement i is the least stable.